9
Properties=species:S:1:pos:R:3:mulliken_charge:R:1 method="wB97M-V/def2-TZVPD" total_energy_ev=-5691.343 homo_lumo_gap_ev=10.91 relative_energy_kcal_mol=43.51 smiles="CC(N)=O" molar_mass_g_mol=59.1
H -1.66 1.07 0.87 0.29
N -0.56 1.05 0.66 -0.61
H 1.46 -1.28 -0.34 0.25
C 0.92 -0.41 -0.72 -0.78
C -0.36 -0.27 0.12 0.60
O -1.18 -1.16 0.21 -0.53
H -0.82 1.14 1.68 0.26
H 1.59 0.46 -0.72 0.29
H 0.62 -0.61 -1.76 0.24